No. 1
Below is C21H28Be2Br3Cl6LiN4O9 as an isolated structure at a distorted geometry, with properties calculated with ωB97M-V with the def2-TZVPD basis set.

The geometry in ORCA input format:
```
! wB97M-V def2-TZVPD RIJCOSX def2/J DEFGRID3
* xyz 2 1
C -3.73133 0.21194 2.12082
C -2.36005 -0.28567 2.60066
C -1.80214 -1.37215 1.68550
N -1.66907 -0.85126 0.31891
C -2.35775 -1.45363 -0.71122
C -2.08649 -0.77666 -1.84696
N -1.23079 0.22873 -1.47492
C -0.65469 1.19915 -2.42686
O -0.89462 2.40790 -2.12814
O -0.02196 0.75933 -3.34267
C -0.96337 0.17879 -0.16590
O -0.14411 0.97239 0.49802
C 1.23351 0.73647 -0.01542
C 2.33794 1.08049 0.94968
H -4.35394 -0.63312 1.83710
H -3.60135 0.83778 1.23994
H -4.23011 0.79801 2.88521
H -1.68029 0.56611 2.58082
H -2.47917 -0.66703 3.61153
H -2.53590 -2.16910 1.66313
H -0.85784 -1.76130 2.05574
H -2.98422 -2.32373 -0.65018
H -2.42379 -0.92648 -2.85488
H 1.35437 1.33925 -0.90949
H 1.30149 -0.32073 -0.25340
H 3.22446 1.25110 0.33990
H 2.18632 1.99167 1.52109
H 2.59336 0.24948 1.59893
C -0.31098 -0.35430 6.62105
Br 1.49672 -0.31143 6.02179
Br -1.26966 1.30408 6.12801
Br -1.21774 -1.90262 6.00039
H -0.30867 -0.38409 7.70303
Li -2.35496 3.44251 5.77067
Cl 1.89984 -1.83707 3.98304
C -2.80750 5.37195 -2.23794
Cl -4.55059 5.38135 -2.36344
Cl -2.13727 6.99388 -2.33947
Cl -2.29611 4.58589 -0.71575
H -2.41149 4.78624 -3.06338
Cl -2.82507 -2.24217 -4.78442
C -2.87975 -1.28787 -6.29222
C -3.98208 -0.26484 -6.26923
Cl -5.60768 -1.01640 -6.30443
H -2.98408 -1.98300 -7.12064
H -1.92001 -0.78347 -6.38766
H -3.91442 0.37954 -7.14283
H -3.92709 0.35935 -5.37587
Be 0.00574 4.35685 -2.19926
C 5.85932 0.85254 3.12659
C 6.95306 0.26150 2.65508
C 8.07564 1.05721 2.09208
O 9.06913 0.51989 1.65979
C 7.92696 2.53573 2.07870
C 6.82988 3.12309 2.54977
C 5.71111 2.32731 3.11065
O 4.70935 2.86763 3.54040
H 5.03083 0.28879 3.53910
H 7.07933 -0.81332 2.65664
H 8.75484 3.09727 1.66515
H 6.70071 4.19787 2.54622
C -3.72268 -5.19360 -1.52617
O -2.61474 -4.69503 -1.37492
N -4.59439 -4.72603 -2.46915
N -4.17063 -6.23413 -0.77039
H -5.51527 -5.09291 -2.61795
H -4.27451 -3.96291 -3.03363
H -3.54833 -6.59583 -0.07207
H -5.07409 -6.65362 -0.88135
C 7.57276 -0.72507 -1.18393
O 7.81327 0.38386 -1.63372
O 6.77548 -0.97700 -0.25068
O 8.07578 -1.79866 -1.58417
Be -6.28844 0.09334 -4.18040
*
```

**Gap between HOMO and LUMO**: 1.462 eV
**Lowest unoccupied orbital energy**: -9.52 eV
**HOMO energy**: -11.0 eV

=====

No. 2
Below is C21H28Br2NO6PY as an isolated structure at a distorted geometry, with properties calculated with ωB97M-V with the def2-TZVPD basis set.

The geometry in ORCA input format:
```
! wB97M-V def2-TZVPD RIJCOSX def2/J DEFGRID3
* xyz 1 1
Y 0.02256 0.69653 -0.85374
C -3.87139 3.04315 2.95854
C -2.40360 2.86310 2.56533
C -1.34933 3.56687 3.19938
C -0.06300 3.50175 2.68420
C 0.13644 2.78588 1.56648
Br 1.85470 2.70616 0.83648
N -0.82612 2.20667 0.85900
C -2.12752 2.24209 1.35148
H -4.46358 3.04971 2.06887
H -3.98770 3.90223 3.60543
H -4.10464 2.12454 3.47299
H -1.57363 4.10765 4.11154
H 0.71920 4.12102 3.08430
H -2.91313 1.80709 0.65735
Br 2.62847 3.60203 -3.28498
C 0.89213 4.17527 -2.70725
C 0.65031 5.53711 -2.24704
C -0.59465 5.77006 -1.69942
C -1.57784 4.76797 -1.65366
C -1.38553 3.49846 -2.18037
C -0.11972 3.18166 -2.63355
C -2.33330 2.30033 -1.88594
O -3.42910 2.48438 -1.51613
O -1.68339 1.11573 -1.91490
H 1.39059 6.35961 -2.24852
H -0.77093 6.74589 -1.26566
H -2.50217 4.89112 -1.15831
H 0.08115 2.21620 -3.18571
C -1.96867 -3.51703 -1.90901
C -0.87252 -4.15613 -1.20174
C -0.62156 -5.48823 -1.81424
C -0.97896 -4.39014 0.29863
O 0.24901 -3.20447 -1.53253
P 0.79485 -2.06069 -0.59205
O 1.65949 -0.94688 -1.26427
O -0.40506 -1.22299 0.03436
O 1.66926 -2.76327 0.54151
C 3.09652 -2.47326 0.99615
C 3.31363 -3.43163 2.21833
C 4.02866 -2.69505 -0.19343
C 3.15680 -0.98950 1.45306
H -2.88144 -4.03442 -2.14846
H -1.67038 -3.28489 -2.99054
H -2.37093 -2.63621 -1.37483
H -1.52336 -6.05489 -1.71915
H 0.12366 -6.03837 -1.37778
H -0.39157 -5.43560 -2.83416
H -1.75251 -5.12161 0.49230
H -1.13377 -3.48858 0.89576
H -0.03428 -4.88426 0.62115
H 3.22854 -4.50032 1.87896
H 2.53108 -3.25535 2.92172
H 4.25678 -3.28454 2.70010
H 3.94887 -3.70835 -0.51317
H 5.02088 -2.45300 0.00609
H 3.75192 -2.08226 -1.01978
H 2.86500 -0.93231 2.59412
H 2.50808 -0.29306 0.86476
H 4.10671 -0.54301 1.38192
*
```

**Gap between HOMO and LUMO**: 8.553 eV
**Lowest unoccupied orbital energy**: -3.45 eV
**HOMO energy**: -12.0 eV

=====

No. 3
Below is a 10-piece molecular cluster, C21H28Cl10F4O15 overall at a distorted geometry, with properties calculated with ωB97M-V with the def2-TZVPD basis set.

The geometry in ORCA input format:
```
! wB97M-V def2-TZVPD RIJCOSX def2/J DEFGRID3
* xyz 0 1
O -3.46482 -1.12807 1.82667
C -4.15292 -0.19844 2.07707
O -5.20204 0.21394 1.35287
C -5.93678 1.18697 2.08358
C -4.91893 1.61188 3.12838
F -5.50988 1.90988 4.31410
O -4.04757 0.50301 3.23213
H -6.18899 2.02182 1.42694
H -6.90131 0.79171 2.40526
H -4.30156 2.46321 2.82862
O -0.08080 6.46438 -3.37350
C 0.33478 5.44713 -2.96871
O 1.59730 5.23685 -2.47304
C 1.84470 3.84833 -2.51411
C 0.44200 3.30173 -2.27416
F 0.23422 3.10011 -0.93394
O -0.36099 4.28508 -2.89439
H 2.27026 3.60809 -3.49270
H 2.56075 3.44734 -1.79731
H 0.19452 2.34695 -2.73566
O 3.86557 0.37047 -7.83180
C 2.86657 0.61858 -7.26238
O 2.22091 -0.28681 -6.44265
C 0.90996 0.20977 -6.24237
C 1.06021 1.70112 -6.49902
F 1.38295 2.29896 -5.30796
O 2.12550 1.72552 -7.39408
H 0.17664 -0.16708 -6.96514
H 0.51233 -0.04264 -5.26109
H 0.18647 2.20145 -6.90672
O 0.36549 0.07051 -2.37617
C -0.32082 -0.32431 -1.48336
O -1.17709 0.41702 -0.78904
C -1.73756 -0.34008 0.32316
C -0.88670 -1.60175 0.28470
F -1.71184 -2.70109 0.32646
O -0.23873 -1.56550 -0.95508
H -1.79288 0.22713 1.24693
H -2.73772 -0.53489 -0.06278
H -0.15620 -1.68633 1.09264
C 5.66125 0.21456 4.19163
C 4.36192 0.44806 3.46152
C 3.79065 -0.84039 2.84194
O 2.43459 -0.90495 3.29939
C 2.18763 0.15422 4.11789
O 1.11289 0.35781 4.58376
O 3.28794 0.87912 4.29718
H 6.55795 0.09992 3.58890
H 5.57331 -0.71673 4.76435
H 5.80649 0.95599 4.97947
H 4.52879 1.20952 2.70279
H 4.35063 -1.67920 3.25083
H 3.79915 -0.81198 1.75430
Cl 1.24992 -4.77074 -0.63308
C 0.13025 -5.69601 0.38690
Cl -0.08515 -7.33657 -0.29376
H 0.49019 -5.74371 1.40981
H -0.80001 -5.13691 0.42971
Cl -1.64151 -2.89040 6.17482
C -2.66084 -2.67388 4.72596
Cl -1.97968 -1.48603 3.65304
H -2.76557 -3.59221 4.15543
H -3.65789 -2.38898 5.04640
Cl 3.60006 0.65290 -3.17581
C 3.56712 -1.08111 -3.67212
Cl 4.11943 -2.24986 -2.48014
H 2.51685 -1.28633 -3.85148
H 4.05842 -1.16585 -4.63443
Cl -1.47098 2.42312 3.98769
C -0.32224 2.83146 2.69933
Cl -0.47102 4.52659 2.15840
H 0.67219 2.58439 3.05315
H -0.55802 2.19501 1.85354
Cl -5.78583 -3.22368 0.11758
C -4.07416 -3.53158 0.14981
Cl -3.62680 -5.15465 -0.46369
H -3.55600 -2.84240 -0.50679
H -3.72696 -3.38043 1.16344
*
```

**SMILES**: O=C1OC[C@@H](F)O1.O=C1OC[C@@H](F)O1.O=C1OC[C@@H](F)O1.O=C1OC[C@@H](F)O1.C[C@H]1COC(=O)O1.ClCCl.ClCCl.ClCCl.ClCCl.ClCCl
**Gap between HOMO and LUMO**: 10.118 eV
**Lowest unoccupied orbital energy**: 0.04 eV
**HOMO energy**: -10.1 eV